[1]
This record from the OMol25 dataset describes CF2Hg as an isolated structure. The level of theory is wB97M-V/def2-TZVPD.

The calculation puts the HOMO energy (alpha / beta) at -7.57 / -10.87 eV. Its spin multiplicity is 3.

Structure (XYZ):
```
4
Properties=species:S:1:pos:R:3:forces:R:3
F 1.07865 0.83625 0.28832 -0.6133 -0.4327 -1.5789
C -0.00363 0.39438 -0.47562 0.0033 -0.1058 3.5955
F -1.09291 0.81577 0.28994 0.6182 -0.4195 -1.5789
Hg 0.01788 -2.04641 -0.10264 -0.0082 0.9580 -0.4377
```
Forces are in eV/Å.

Let us look at the Mulliken charges, expressed in e, one per atom: F -0.1861; C 0.0325; F -0.1862; Hg 0.3399

***

[2]
This record from the OMol25 dataset describes C33H25Br4FN5O8W as an isolated structure. The level of theory is wB97M-V/def2-TZVPD.

The total charge is -1. The calculation puts the HOMO energy (alpha / beta) at -4.48 / -5.37 eV. Its spin multiplicity is 3. The calculation puts the energy above the lowest of the compared OMol25 structures with the same formula, charge and spin at 4.9 kcal per mole.

Structure (XYZ):
```
77
Properties=species:S:1:pos:R:3:forces:R:3
W -1.37633 -0.16368 0.55872 0.0510 -0.2648 -0.3109
C 1.72863 -0.37256 -2.30462 0.0140 0.0101 -0.0141
C 1.06648 1.00161 -2.41230 -0.0196 0.0269 0.0236
C 1.52651 1.94133 -1.32774 0.0376 -0.0083 -0.0217
C 2.80314 2.48836 -1.41266 -0.0013 -0.0044 0.0008
C 3.28079 3.35696 -0.44542 -0.0216 0.0129 0.0036
C 2.46277 3.70574 0.61652 0.0207 -0.0181 0.0032
C 1.16945 3.20020 0.73066 0.0239 0.0160 0.0021
C 0.30440 3.69065 1.86785 -0.0073 -0.0090 -0.0161
C -0.21768 5.10860 1.62916 -0.0184 0.0137 -0.0052
C 0.71805 2.29989 -0.24367 -0.0477 -0.0164 -0.0604
N -0.63366 1.81347 -0.13263 -0.0235 0.1415 0.0442
C -1.55225 2.69174 -0.43335 0.0307 -0.0493 0.0487
C -2.87391 2.39462 -0.07902 0.0430 0.0207 0.0160
C -4.10554 3.04831 -0.14151 -0.0026 -0.0108 -0.0215
C -5.01450 2.20364 0.49808 0.0134 -0.0036 0.0337
C -4.30198 1.07651 0.92083 -0.0173 -0.0094 -0.0013
N -3.00872 1.19417 0.57986 0.0316 0.0619 -0.0385
H 1.32434 -1.04908 -3.05923 0.0025 0.0009 0.0167
H 1.54961 -0.80322 -1.31815 -0.0107 -0.0023 0.0366
H 2.80835 -0.29913 -2.45654 0.0103 -0.0078 -0.0070
H -0.01272 0.87937 -2.37866 0.0622 0.0168 -0.0230
H 1.31692 1.44405 -3.38098 0.0059 0.0086 -0.0035
H 3.42945 2.21937 -2.25613 -0.0035 0.0004 0.0100
H 4.28175 3.76405 -0.52486 -0.0047 -0.0039 0.0026
H 2.81894 4.39529 1.37466 0.0023 0.0021 -0.0012
H 0.90428 3.67553 2.77911 -0.0008 -0.0076 0.0099
H -0.51940 3.00387 2.04667 0.0031 -0.0034 -0.0013
H 0.60372 5.80877 1.46248 0.0020 0.0024 -0.0005
H -0.79109 5.45495 2.49049 -0.0017 0.0041 -0.0015
H -0.87191 5.15612 0.75604 0.0158 -0.0023 0.0244
H -1.27160 3.63639 -0.89051 -0.0100 -0.0123 0.0001
H -4.29890 4.00908 -0.59205 0.0020 -0.0013 -0.0032
H -6.06801 2.37562 0.64884 -0.0004 -0.0018 0.0055
H -4.65738 0.19528 1.42963 -0.0025 -0.0033 -0.0061
O -1.51847 -2.22666 4.13940 0.0256 0.0124 0.0181
C -1.38036 -1.84137 2.99728 -0.0721 -0.0748 -0.0917
O -1.65444 -0.66053 2.54180 0.1023 0.0499 0.0814
C -0.84728 -2.80745 1.94472 -0.0175 0.0657 0.0706
C -0.55286 -4.12408 2.23438 0.0236 -0.0191 -0.0525
C -0.09329 -4.93508 1.20870 -0.0069 -0.0074 0.0752
C 0.06741 -4.40198 -0.05866 0.0137 0.0459 -0.0681
C -0.23568 -3.06730 -0.26799 -0.0090 -0.0904 0.0378
N -0.68930 -2.30370 0.72128 0.0086 0.0257 -0.0240
H -0.69619 -4.47178 3.24700 0.0030 -0.0077 -0.0011
H 0.14336 -5.97416 1.39765 -0.0010 -0.0002 -0.0023
H 0.42554 -5.00260 -0.88315 0.0000 -0.0042 0.0071
H -0.12621 -2.58884 -1.23336 0.0033 0.0010 -0.0009
Br -5.98204 -4.01766 -3.10426 0.0125 0.0075 -0.0012
C -4.53409 -2.89610 -2.63915 -0.0278 -0.0052 0.0183
C -3.67144 -2.41248 -3.61165 0.0148 0.0032 -0.0219
Br -3.91987 -2.85949 -5.43069 0.0009 -0.0022 0.0055
C -2.60224 -1.58392 -3.24411 -0.0055 0.0087 -0.0035
Br -1.37877 -0.89068 -4.50439 -0.0264 -0.0035 -0.0047
C -2.39967 -1.23610 -1.91823 -0.0170 -0.0455 0.0016
O -1.40716 -0.47216 -1.48950 -0.0824 -0.0037 -0.0362
C -3.27858 -1.73098 -0.92861 -0.0274 -0.0002 0.0372
O -3.02838 -1.36940 0.31469 0.0159 0.0510 0.0084
C -4.33309 -2.55176 -1.29607 0.0069 -0.0274 -0.0054
Br -5.44653 -3.17036 0.09480 0.0069 0.0044 -0.0046
F 5.41207 0.75583 -1.05938 0.0227 -0.0170 0.0226
C 4.76020 -0.21189 -0.40043 -0.0219 -0.0257 -0.0316
C 3.99286 0.05896 0.65811 -0.0173 0.0445 -0.0244
N 3.32392 -0.92278 1.34936 0.0200 -0.0446 0.0188
C 2.50112 -0.54631 2.48940 0.0428 -0.0038 -0.0436
C 1.21252 0.18261 2.11191 -0.0099 -0.0635 -0.0332
O 0.76038 0.99822 2.88584 -0.0150 0.0296 0.0475
O 0.70092 -0.20511 0.98248 -0.1210 0.1518 0.2656
C 3.35224 -2.23792 0.94403 -0.0754 0.0212 -0.0825
O 2.75713 -3.13588 1.50188 0.0188 -0.0256 0.0366
N 4.13779 -2.47058 -0.17324 -0.0023 -0.0039 0.0054
C 4.87704 -1.56318 -0.92357 0.0521 0.0230 0.0223
O 5.52418 -1.90753 -1.88797 -0.0188 -0.0045 -0.0086
H 3.85243 1.07367 1.00833 0.0034 0.0066 0.0109
H 3.07815 0.07639 3.17067 -0.0037 0.0152 -0.0114
H 2.21963 -1.46537 3.00251 0.0026 0.0171 0.0097
H 4.15507 -3.42840 -0.49139 -0.0006 -0.0030 0.0080
```
Forces are in eV/Å.

These are the Mulliken partial charges, in e, on atoms 1 to 5: W 2.1866; C -0.5246; C -0.7752; C 1.0742; C -0.3762

***

[3]
This record from the OMol25 dataset describes C24H37ClCrN2O3 as an isolated structure. The level of theory is wB97M-V/def2-TZVPD.

The total charge is -1. The calculation puts the HOMO energy (alpha / beta) at -2.98 / -1.57 eV. Its spin multiplicity is 4. The calculation puts the energy above the lowest of the compared OMol25 structures with the same formula, charge and spin at 23.1 kcal per mole.

Structure (XYZ):
```
68
Properties=species:S:1:pos:R:3:forces:R:3
Cr 0.08530 0.06270 -0.28410 -2.8405 0.4244 4.3051
Cl -2.08175 0.02898 -1.04129 -1.0845 0.0783 -0.2736
N -0.05230 -2.00859 0.00065 1.1463 -1.8808 -1.4380
N -0.04850 2.15077 -0.27550 0.9285 1.6341 -1.4020
C 0.68095 -2.84868 -0.69684 -1.2181 1.2770 1.6196
C 0.43011 2.90355 -1.23217 -0.9713 -1.0112 1.8275
C -1.00879 -2.83610 0.78648 0.0457 0.0361 0.0532
C -0.31229 -4.19257 0.79550 0.7761 -0.2666 -0.0584
C -2.33480 -3.00305 0.06590 -0.4051 0.2022 -0.3368
C -1.24570 -2.26290 2.16254 0.0646 -0.1319 0.3684
H -2.18225 -3.40398 -0.94575 -0.0666 0.1195 0.1506
H -2.85211 -2.04153 -0.01287 0.0962 -0.3219 -0.0580
H -2.94636 -3.71410 0.63760 0.0598 0.0852 -0.0945
H -0.31636 -2.28110 2.73672 -0.2530 0.1781 -0.0329
H -1.98935 -2.88176 2.68107 0.0475 0.1153 -0.0084
H -1.60822 -1.22904 2.10331 0.1858 -0.2468 -0.0132
C -0.78186 3.04352 0.66968 0.0931 -0.3510 0.1238
C -0.83314 4.36520 -0.08365 0.0099 0.4078 -0.8561
C 0.01537 3.15522 1.94256 0.3721 -0.0223 0.5004
C -2.16603 2.52280 0.99413 -0.3338 0.0183 -0.1058
H -2.73191 2.34683 0.07576 0.0020 -0.0595 0.2137
H -2.68034 3.27554 1.60414 0.0130 -0.0790 -0.0009
H -2.10252 1.58802 1.56211 0.0013 0.1733 -0.1598
H 0.95989 3.68293 1.75326 -0.0652 -0.0308 0.1060
H 0.23853 2.11244 2.27980 -0.0947 0.5735 -0.1983
H -0.56108 3.69152 2.70822 0.0832 0.0975 -0.1179
O 0.04634 4.17543 -1.24006 -0.1365 0.8722 0.3439
H -0.44611 5.22432 0.47899 -0.1006 -0.2885 -0.0649
H -1.83118 4.60213 -0.47572 0.1763 -0.0550 0.0445
O 0.57909 -4.13152 -0.37102 -0.4072 -0.8009 0.3721
H -0.96970 -5.05962 0.65803 0.1057 0.3132 0.0217
H 0.31514 -4.34281 1.68755 -0.0579 0.0511 -0.2439
C 1.55556 -2.46693 -1.83721 -0.4265 -0.0767 0.6573
C 1.32119 2.42837 -2.32026 -0.3811 0.3586 0.7064
C 0.74921 1.12341 -2.72403 0.1981 -0.7156 -1.4211
H 2.32262 2.30308 -1.88629 -0.0665 -0.0026 -0.1651
H 1.35484 3.17082 -3.12102 -0.0088 -0.1303 0.1088
C 0.99503 -0.02352 -1.91838 0.2684 -0.0297 0.3286
C 0.86975 -1.31931 -2.49184 0.3014 0.3279 -1.4027
H 1.57153 0.11125 -0.69380 3.0380 -0.0759 -2.2992
C -0.02186 -1.45609 -3.54713 0.7580 0.0543 0.1945
C -0.55753 -0.30735 -4.13417 -0.7919 -0.1438 -0.6729
C -0.46280 -2.82028 -3.99559 -0.2049 -0.0698 -0.3672
C -0.15614 0.97676 -3.76796 0.8417 0.0946 0.2552
H -1.29315 -0.42022 -4.94039 0.2105 0.0349 0.3327
C -0.74477 2.19363 -4.42492 -0.1701 -0.0420 -0.3395
H -1.39247 1.88490 -5.25437 0.1100 0.1344 0.1216
H 0.02655 2.86165 -4.82373 -0.0963 -0.0302 -0.0038
H -1.35842 2.77414 -3.72194 0.1308 -0.1308 -0.0783
H 0.38476 -3.47437 -4.22926 -0.1116 0.0232 -0.0098
H -1.08196 -2.72459 -4.89777 0.1486 -0.1193 0.1878
H -1.07326 -3.32309 -3.23134 0.1401 0.1145 -0.0914
H 1.69812 -3.32785 -2.49813 -0.0300 0.1237 0.1879
H 2.52300 -2.16500 -1.41499 -0.0130 -0.0023 -0.1681
C 0.52783 0.04036 4.45617 0.0585 -0.0925 0.2311
C 1.41980 0.16609 3.20961 -0.6536 0.1622 -0.5175
C 2.42430 1.29669 3.47824 0.2316 0.1205 0.1172
C 2.23391 -1.11484 3.02400 0.2944 -0.1809 0.1950
O 0.61870 0.44399 2.12191 -0.0402 -0.6892 -0.6177
H 1.13454 -0.13451 5.35107 -0.0927 -0.0343 0.1456
H -0.18109 -0.78306 4.33852 0.0531 0.0385 0.0110
H -0.04961 0.96147 4.59631 0.1037 -0.0833 -0.0728
H 3.03819 1.04947 4.35217 0.0853 0.1077 -0.0164
H 3.08187 1.42611 2.61263 -0.0811 0.0132 0.0224
H 1.91335 2.24467 3.67248 0.0458 -0.1205 -0.0153
H 1.60500 -1.95718 2.72795 0.0274 0.0937 0.0014
H 2.98955 -0.96169 2.24589 -0.1033 -0.0425 0.0067
H 2.74583 -1.37153 3.96254 0.0542 -0.1004 -0.1398
```
Forces are in eV/Å.

These are the Mulliken partial charges, in e, on atoms 1 to 5: Cr -0.4900; Cl -0.5201; N 0.9521; N 0.9149; C 0.5755

***

[4]
This record from the OMol25 dataset describes a 2-piece molecular cluster, C3H6O2S2 overall. The level of theory is wB97M-V/def2-TZVPD.

The calculation puts the HOMO energy at -9.28 eV. As for the SMILES: O=C=C(S)CO.S. The calculation puts the energy above the lowest of the compared OMol25 structures with the same formula, charge and spin at 65.1 kcal per mole.

Structure (XYZ):
```
13
Properties=species:S:1:pos:R:3:forces:R:3
O -1.75533 -2.67382 -0.02984 -0.0743 -1.0199 0.3502
C -1.55714 -1.56522 0.19232 0.1235 -0.8947 -0.7147
C -1.40668 -0.28934 0.23062 -1.4013 3.7749 0.7177
S -3.02878 0.57827 0.00044 0.8415 -0.7396 -0.2057
C -0.22163 0.60504 0.37209 2.3567 0.1274 -1.0840
O 0.58788 0.62008 -0.85934 0.8142 0.3615 1.2599
H -3.16990 1.04827 1.24326 0.0243 -0.0727 0.2122
H 0.59146 0.18063 1.02888 -1.2716 0.4850 -0.0215
H -0.42507 1.70606 0.64433 -0.2328 -1.9771 -0.2269
H 0.18454 0.56819 -1.71096 -1.3147 0.0473 -0.4126
S 3.40465 -0.37991 0.31571 0.6714 -0.3590 -2.3564
H 3.86430 -0.96930 -0.89778 -0.3909 0.3176 1.7806
H 2.93173 0.57106 -0.52973 -0.1460 -0.0508 0.7013
```
Forces are in eV/Å.

These are the Mulliken partial charges, in e, on atoms 1 to 5: O -0.3496; C 0.8441; C -0.4259; S -0.2259; C -0.1506

***

| no. | energy (Ha) |
| --- | --- |
| 1 | -391.0943 |
| 2 | -12611.5874 |
| 3 | -2776.6066 |
| 4 | -1064.6818 |